The following is a quantum chemistry calculation of a structure of composition C19H16Cl5N2OS3Tc at a distorted geometry, from OMol25.

As for the energy relative to the best compared isomer or geometry (same formula, charge and spin): 38.7 kcal per mole. As for the expectation value of S²: 3.811. Its HOMO-LUMO gap (spin up / spin down) is 6.61 / 6.31 eV. Its net charge is +1. Its multiplicity is 4. Its HOMO energy (spin up / spin down) is -0.396 / -0.399 Eh. The LUMO energy (spin up / spin down) is -0.154 / -0.167 Ha.

```
47
C19H16Cl5N2OS3Tc, DFT ωB97M-V/def2-TZVPD
Tc 0.682 0.741 0.401
C 1.846 2.056 1.731
C 0.898 3.120 2.081
C 0.393 2.872 3.327
C 0.991 1.691 3.836
C 1.886 1.205 2.904
H 2.781 2.343 1.258
H 0.656 3.955 1.447
H -0.339 3.454 3.853
H 0.771 1.263 4.797
H 2.590 0.402 3.057
Cl 0.952 -1.576 1.292
C 2.454 -1.409 0.439
C 2.520 -0.135 -0.122
C 3.734 0.197 -0.721
Cl 3.954 1.760 -1.388
C 4.798 -0.715 -0.756
Cl 6.307 -0.240 -1.415
C 4.649 -2.003 -0.231
Cl 5.926 -3.134 -0.323
C 3.445 -2.366 0.396
Cl 3.213 -3.911 1.097
C -2.434 -2.555 2.721
O -1.815 -1.301 2.464
C -2.284 -0.510 1.521
S -3.513 -0.856 0.479
S -1.504 1.020 1.441
H -2.086 -2.861 3.706
H -2.141 -3.294 1.971
H -3.520 -2.455 2.725
C -3.855 1.380 -3.966
C -2.728 0.888 -3.146
C -2.537 -0.427 -2.796
C -1.451 -0.777 -1.966
N -0.641 0.156 -1.487
C -0.816 1.438 -1.855
S 0.250 2.553 -1.176
N -1.820 1.793 -2.698
C -1.188 -2.198 -1.647
H -4.388 0.547 -4.413
H -3.508 2.054 -4.749
H -4.551 1.936 -3.336
H -3.230 -1.188 -3.109
H -1.924 2.778 -2.927
H -1.210 -2.788 -2.562
H -1.984 -2.580 -1.004
H -0.228 -2.320 -1.154
```